53
Properties=species:S:1:pos:R:3 method="wB97M-V/def2-TZVPD" total_charge=-1 homo_ev="-2.68 / -3.02" total_energy_ev=-66178.8012 multiplicity=2 de_lowest_ev=2.290 molar_mass_g_mol=561.97
Pd 0.025 0.278 -0.423
C -0.313 -2.582 2.781
C -0.259 -2.027 1.503
N -0.317 -0.727 1.301
C -0.440 0.127 2.360
C -0.533 -0.366 3.685
C -0.450 -1.761 3.870
C -0.726 0.537 4.751
C -0.861 1.875 4.479
C -0.753 2.379 3.180
C -0.484 1.541 2.094
N -0.281 1.873 0.791
C -0.122 3.074 0.174
C -0.156 4.361 0.724
C -0.066 5.497 -0.083
C 0.081 5.413 -1.445
C 0.202 4.144 -2.046
C 0.404 3.966 -3.430
C 0.557 2.701 -3.937
C 0.530 1.608 -3.072
N 0.330 1.742 -1.778
C 0.131 2.981 -1.240
H -0.253 -3.655 2.900
H -0.167 -2.646 0.620
H -0.502 -2.164 4.874
H -0.786 0.159 5.764
H -1.058 2.564 5.292
H -0.901 3.434 3.037
H -0.242 4.496 1.787
H -0.127 6.474 0.383
H 0.129 6.300 -2.064
H 0.447 4.838 -4.072
H 0.716 2.546 -4.995
H 0.683 0.597 -3.416
C -2.907 -5.318 -2.649
C -1.917 -4.267 -3.114
O -1.050 -3.946 -2.035
P -0.115 -2.575 -2.024
S 1.798 -1.251 -1.131
S -1.485 -1.039 -2.109
O 0.393 -2.841 -3.574
C 1.187 -2.008 -4.394
C 1.928 -2.891 -5.382
H -3.506 -5.664 -3.494
H -3.571 -4.901 -1.890
H -2.383 -6.172 -2.216
H -2.445 -3.363 -3.432
H -1.324 -4.638 -3.954
H 1.884 -1.436 -3.784
H 0.526 -1.314 -4.929
H 2.595 -3.562 -4.839
H 2.523 -2.283 -6.067
H 1.220 -3.489 -5.959